(1)
The ion C21H14Cl2N3O with charge +1 in a non-equilibrium geometry, computed with ωB97M-V/def2-TZVPD.

Its SMILES is N#[N+][C@@]1(C(c2ccc(Cl)cc2)c2ccc(Cl)cc2)Nc2ccccc2C1=O. The orbital gap comes out at 6.7 eV. As for the charge: +1. As for the highest occupied orbital energy: -12.005 eV.

Each line ends with the Löwdin charge.
Element x y z (Å)
N 2.318 -0.403 -2.220  0.39
N 1.361 0.147 -1.873  0.16
C 0.385 0.555 -0.754  -0.16
C -0.448 -1.054 -0.314  -0.05
C -0.090 -2.323 -1.011  -0.20
C -0.511 -2.429 -2.352  -0.03
C -0.152 -3.525 -3.133  -0.08
C 0.690 -4.519 -2.616  -0.67
Cl 1.350 -5.709 -3.651  0.74
C 1.083 -4.445 -1.281  -0.08
C 0.613 -3.411 -0.465  -0.01
C -0.485 -0.956 1.162  -0.22
C -1.431 -0.060 1.676  -0.01
C -1.515 0.148 3.052  -0.07
C -0.656 -0.545 3.914  -0.66
Cl -0.737 -0.244 5.600  0.73
C 0.354 -1.361 3.390  -0.07
C 0.462 -1.518 2.011  -0.03
N 1.137 1.474 0.036  0.12
C 0.623 2.744 0.068  -0.20
C 0.894 3.814 0.932  0.01
C 0.138 4.982 0.761  -0.04
C -0.820 5.135 -0.271  -0.05
C -1.078 4.043 -1.094  0.01
C -0.474 2.816 -0.828  -0.09
C -0.522 1.525 -1.529  -0.27
O -0.912 1.317 -2.685  0.12
H -1.398 -0.709 -0.755  0.14
H -1.182 -1.688 -2.780  0.12
H -0.444 -3.566 -4.174  0.11
H 1.782 -5.178 -0.889  0.12
H 0.774 -3.522 0.605  0.10
H -2.120 0.462 1.021  0.13
H -2.187 0.893 3.439  0.11
H 1.090 -1.795 4.051  0.11
H 1.331 -2.058 1.626  0.11
H 2.033 1.206 0.491  0.19
H 1.654 3.756 1.733  0.13
H 0.292 5.860 1.403  0.12
H -1.391 6.062 -0.396  0.12
H -1.809 4.079 -1.898  0.13

=====

(2)
A cluster of 2 separate species, C21H14Cl2N4O4 in total in a non-equilibrium geometry, computed with ωB97M-V/def2-TZVPD.

The orbital gap comes out at 4.8 eV. As for the highest occupied orbital energy: -7.028 eV.

Each line ends with the Löwdin charge.
Element x y z (Å)
N 0.977 -1.032 2.658  0.18
C 1.819 -0.295 2.334  -0.16
C 2.894 0.598 1.905  -0.26
C 2.772 1.958 2.424  -0.20
C 1.486 2.521 2.211  -0.25
N 0.425 2.954 1.963  0.13
C 3.907 2.814 2.058  -0.46
O 3.776 3.963 1.624  -0.01
C 5.254 2.143 2.152  -0.58
Cl 6.606 3.183 2.247  0.75
C 5.402 0.778 2.132  -0.63
Cl 6.921 0.016 2.196  0.73
C 4.232 -0.115 2.010  -0.38
O 4.262 -1.319 1.813  0.06
H 2.829 0.870 0.868  0.12
C 1.931 -0.530 -1.589  0.04
H 3.003 -0.428 -1.767  0.14
C 1.466 -1.553 -0.757  0.00
C 0.101 -1.738 -0.589  0.02
N -0.789 -0.898 -1.188  0.03
C -2.186 -1.142 -1.111  -0.20
C -2.959 -0.785 -2.221  -0.01
C -4.323 -1.036 -2.241  0.02
C -4.974 -1.554 -1.092  -0.25
O -6.333 -1.670 -1.150  -0.08
C -7.041 -1.937 0.077  -0.05
C -4.184 -1.894 0.042  0.01
C -2.794 -1.734 0.007  0.01
C -0.334 0.220 -1.859  0.09
C 1.028 0.512 -1.869  -0.07
C 1.316 1.980 -1.877  -0.47
N 2.494 2.410 -1.345  0.22
O 0.460 2.771 -2.269  0.06
H 2.154 -2.239 -0.240  0.14
H -0.314 -2.528 0.049  0.14
H -2.493 -0.336 -3.099  0.12
H -4.936 -0.804 -3.111  0.13
H -8.066 -2.063 -0.263  0.09
H -6.678 -2.854 0.562  0.09
H -6.965 -1.080 0.761  0.11
H -4.673 -2.268 0.949  0.11
H -2.200 -2.051 0.866  0.12
H -1.125 0.951 -2.063  0.16
H 3.238 1.836 -0.987  0.09
H 2.613 3.404 -1.224  0.13